No. 1
{
  "formula": "C49H58KN5O2P2S2",
  "method": "ωB97M-V with the def2-TZVPD basis set",
  "symbols": ["K", "C", "C", "C", "P", "C", "C", "C", "C", "C", "C", "C", "C", "C", "N", "C", "C", "C", "C", "C", "C", "P", "C", "C", "C", "C", "C", "C", "H", "H", "H", "H", "H", "H", "H", "H", "H", "H", "H", "H", "H", "H", "H", "H", "H", "H", "H", "H", "H", "H", "H", "H", "H", "H", "H", "H", "H", "H", "H", "H", "H", "H", "H", "H", "C", "C", "C", "C", "C", "C", "N", "N", "C", "C", "C", "C", "C", "N", "H", "H", "H", "H", "H", "H", "H", "H", "H", "C", "C", "C", "O", "H", "H", "H", "H", "H", "H", "S", "C", "N", "C", "C", "O", "S", "C", "C", "C", "C", "C", "C", "C", "C", "H", "H", "H", "H", "H", "H", "H"],
  "xyz": [[-0.13, -0.84, -1.90], [1.46, 4.55, 2.70], [0.63, 3.31, 2.35], [0.60, 2.33, 3.51], [1.22, 2.45, 0.83], [1.40, 3.69, -0.50], [1.84, 3.01, -1.79], [0.09, 4.46, -0.71], [2.82, 1.79, 1.24], [3.91, 2.67, 1.24], [5.10, 2.37, 1.88], [5.16, 1.16, 2.59], [4.13, 0.26, 2.60], [2.93, 0.48, 1.82], [1.99, -0.42, 1.59], [1.91, -1.61, 2.28], [1.76, -1.63, 3.68], [1.61, -2.82, 4.37], [1.61, -4.03, 3.68], [1.75, -4.02, 2.30], [1.89, -2.84, 1.59], [2.12, -2.77, -0.24], [1.58, -4.46, -0.79], [1.86, -4.60, -2.29], [0.09, -4.70, -0.53], [3.99, -3.02, -0.40], [4.51, -2.21, -1.58], [4.79, -2.66, 0.85], [1.04, 5.03, 3.59], [2.49, 4.27, 2.94], [1.48, 5.29, 1.90], [-0.40, 3.61, 2.11], [1.62, 2.05, 3.80], [0.11, 2.79, 4.37], [0.06, 1.42, 3.26], [2.17, 4.40, -0.17], [1.08, 2.30, -2.14], [1.98, 3.76, -2.57], [2.78, 2.46, -1.66], [-0.70, 3.79, -1.06], [-0.26, 4.96, 0.20], [0.23, 5.22, -1.48], [3.82, 3.63, 0.75], [5.93, 3.06, 1.86], [6.06, 0.92, 3.15], [4.23, -0.67, 3.14], [1.75, -0.69, 4.21], [1.49, -2.80, 5.45], [1.48, -4.97, 4.21], [1.74, -4.97, 1.78], [2.17, -5.22, -0.26], [1.28, -3.86, -2.86], [2.92, -4.47, -2.53], [1.56, -5.59, -2.64], [-0.51, -4.02, -1.14], [-0.18, -5.72, -0.82], [-0.18, -4.54, 0.51], [4.13, -4.08, -0.60], [4.41, -1.14, -1.39], [5.56, -2.43, -1.77], [3.95, -2.43, -2.50], [4.66, -1.61, 1.11], [4.50, -3.26, 1.72], [5.86, -2.82, 0.66], [-3.09, 4.74, -3.22], [-3.07, 3.72, -2.27], [-2.34, 2.56, -2.48], [-1.61, 2.38, -3.67], [-1.63, 3.41, -4.63], [-2.36, 4.57, -4.39], [-0.89, 1.21, -3.82], [-0.63, 0.95, -5.09], [0.27, -0.04, -5.33], [0.25, -0.60, -6.63], [1.16, -1.56, -6.98], [2.11, -1.97, -6.04], [2.05, -1.38, -4.79], [1.18, -0.45, -4.41], [-3.66, 5.64, -3.05], [-3.65, 3.83, -1.36], [-2.32, 1.78, -1.74], [-1.07, 3.28, -5.54], [-2.35, 5.36, -5.14], [-0.52, -0.25, -7.31], [1.13, -2.00, -7.97], [2.86, -2.72, -6.25], [2.77, -1.68, -4.03], [-3.06, -3.23, 0.86], [-2.61, -2.06, 0.03], [-3.67, -1.32, -0.72], [-1.44, -1.73, -0.01], [-3.76, -2.88, 1.62], [-2.20, -3.70, 1.34], [-3.58, -3.95, 0.22], [-4.38, -0.89, 0.00], [-4.22, -2.03, -1.35], [-3.24, -0.53, -1.33], [-3.79, -4.72, -2.81], [-2.56, -3.61, -2.96], [-1.70, -2.83, -3.04], [-7.68, 1.02, 5.73], [-6.43, 1.29, 4.90], [-5.52, 1.97, 5.31], [-6.44, 0.41, 3.36], [-4.87, 0.70, 2.67], [-3.77, -0.13, 2.98], [-2.55, 0.06, 2.38], [-2.36, 1.10, 1.42], [-3.48, 1.95, 1.14], [-4.69, 1.74, 1.74], [-1.14, 1.26, 0.81], [0.00, 1.35, 0.28], [-7.87, 1.89, 6.36], [-7.49, 0.16, 6.37], [-8.54, 0.80, 5.10], [-3.90, -0.93, 3.70], [-1.72, -0.60, 2.61], [-3.36, 2.75, 0.42], [-5.53, 2.38, 1.50]],
  "lowdin_charge": [0.547, -0.104, -0.468, -0.093, 1.018, -0.485, -0.088, -0.089, -0.248, -0.139, -0.141, -0.122, -0.064, -0.328, 0.081, -0.316, -0.047, -0.112, -0.120, -0.116, -0.308, 1.103, -0.580, -0.124, -0.119, -0.542, -0.139, -0.115, 0.076, 0.071, 0.063, 0.111, 0.076, 0.081, 0.064, 0.091, 0.059, 0.082, 0.074, 0.053, 0.067, 0.085, 0.090, 0.077, 0.092, 0.097, 0.104, 0.090, 0.085, 0.089, 0.091, 0.067, 0.055, 0.077, 0.041, 0.084, 0.050, 0.093, 0.080, 0.071, 0.030, 0.051, 0.071, 0.074, -0.137, -0.127, -0.058, -0.299, -0.050, -0.129, -0.028, 0.002, -0.374, -0.043, -0.115, -0.110, -0.187, 0.055, 0.079, 0.080, 0.085, 0.085, 0.085, 0.093, 0.089, 0.079, 0.075, -0.006, -0.508, -0.003, -0.094, 0.077, 0.074, 0.062, 0.085, 0.065, 0.078, 0.326, -1.016, -0.008, -0.100, -0.772, 0.016, 0.984, -0.585, -0.124, -0.055, -0.251, -0.044, -0.124, -0.106, -0.177, 0.074, 0.079, 0.055, 0.102, 0.117, 0.081, 0.098],
  "charge": -2,
  "lumo_ev": [3.68, 3.69]
}

=====

No. 2
{
  "formula": "C49H59BF3N3O11P",
  "method": "ωB97M-V with the def2-TZVPD basis set",
  "symbols": ["C", "C", "C", "C", "C", "C", "C", "C", "C", "C", "C", "N", "C", "N", "C", "O", "B", "O", "O", "C", "C", "O", "C", "F", "F", "F", "O", "C", "C", "C", "O", "P", "N", "O", "C", "C", "H", "H", "H", "H", "H", "H", "H", "H", "H", "H", "H", "H", "H", "H", "H", "H", "H", "H", "H", "H", "H", "H", "H", "H", "H", "H", "H", "H", "H", "H", "H", "H", "H", "H", "H", "H", "H", "H", "H", "H", "H", "H", "H", "C", "C", "C", "C", "C", "C", "C", "O", "C", "C", "C", "C", "C", "C", "C", "O", "H", "H", "H", "H", "H", "H", "H", "H", "C", "C", "C", "C", "C", "C", "C", "O", "C", "C", "C", "C", "C", "C", "C", "O", "H", "H", "H", "H", "H", "H", "H", "H"],
  "xyz": [[-3.80, -1.57, -2.09], [-3.42, -1.73, -3.57], [-1.91, -1.71, -3.81], [-1.21, -0.44, -3.29], [-0.08, -0.73, -2.30], [0.48, 0.51, -1.61], [1.91, 0.32, -1.10], [2.34, 1.29, 0.01], [3.17, 2.47, -0.49], [4.58, 2.03, -0.89], [5.35, 3.02, -1.77], [5.57, 2.67, -3.23], [4.44, 1.90, -3.87], [3.18, 2.54, -3.63], [5.83, 3.97, -3.98], [4.70, 4.77, -3.94], [4.82, 6.11, -3.52], [5.41, 6.29, -2.29], [4.43, 7.10, -4.36], [6.25, 3.74, -5.45], [5.13, 3.97, -6.47], [5.08, 5.36, -6.77], [3.87, 5.81, -7.16], [3.97, 7.09, -7.40], [3.43, 5.19, -8.26], [2.92, 5.60, -6.24], [6.75, 2.45, -5.76], [7.38, 1.63, -4.79], [8.90, 1.93, -4.80], [9.60, 1.58, -6.09], [10.57, 0.86, -6.13], [7.21, -0.08, -5.65], [5.69, -0.68, -5.12], [8.29, -0.94, -4.77], [6.91, 1.92, -3.33], [6.98, 0.71, -2.42], [-4.79, -2.00, -1.89], [-3.86, -0.51, -1.81], [-3.08, -2.05, -1.43], [-3.88, -0.93, -4.16], [-3.82, -2.68, -3.93], [-1.46, -2.60, -3.36], [-1.74, -1.79, -4.88], [-1.94, 0.21, -2.80], [-0.80, 0.11, -4.14], [-0.45, -1.43, -1.55], [0.73, -1.23, -2.85], [-0.15, 0.78, -0.76], [0.45, 1.35, -2.31], [2.61, 0.43, -1.94], [2.01, -0.71, -0.75], [1.46, 1.64, 0.56], [2.94, 0.75, 0.75], [2.68, 2.99, -1.31], [3.26, 3.19, 0.34], [4.57, 1.03, -1.31], [5.16, 1.94, 0.04], [6.36, 3.16, -1.37], [4.87, 4.00, -1.73], [4.44, 0.90, -3.45], [4.70, 1.78, -4.92], [2.43, 1.85, -3.61], [2.96, 3.26, -4.30], [6.64, 4.45, -3.43], [5.50, 7.21, -2.04], [4.02, 7.87, -3.95], [7.01, 4.50, -5.65], [4.17, 3.60, -6.14], [5.42, 3.40, -7.36], [9.00, 3.01, -4.61], [9.40, 1.40, -3.98], [9.20, 2.06, -7.00], [5.71, -1.27, -4.29], [5.30, -1.23, -5.87], [7.90, -1.48, -4.08], [7.62, 2.65, -2.92], [6.89, 1.01, -1.37], [7.97, 0.27, -2.52], [6.22, -0.03, -2.61], [-10.40, -4.24, -0.68], [-9.37, -3.58, -1.36], [-8.14, -3.42, -0.75], [-7.93, -3.91, 0.53], [-8.96, -4.55, 1.21], [-10.19, -4.72, 0.60], [-8.77, -5.05, 2.60], [-9.67, -5.62, 3.19], [-7.44, -4.83, 3.25], [-7.25, -5.25, 4.56], [-6.03, -5.06, 5.17], [-4.98, -4.46, 4.48], [-5.17, -4.03, 3.18], [-6.40, -4.22, 2.56], [-6.58, -3.73, 1.16], [-5.67, -3.22, 0.55], [-11.36, -4.37, -1.16], [-9.54, -3.20, -2.35], [-7.33, -2.92, -1.27], [-10.98, -5.23, 1.14], [-8.07, -5.73, 5.08], [-5.89, -5.39, 6.20], [-4.03, -4.30, 4.97], [-4.37, -3.56, 2.63], [-0.76, -0.16, 9.65], [-1.24, 0.30, 10.88], [-2.56, 0.07, 11.24], [-3.40, -0.62, 10.38], [-2.93, -1.07, 9.15], [-1.60, -0.84, 8.79], [-3.82, -1.79, 8.19], [-3.40, -2.19, 7.12], [-5.24, -1.99, 8.59], [-6.10, -2.61, 7.70], [-7.42, -2.83, 8.05], [-7.89, -2.43, 9.30], [-7.03, -1.80, 10.19], [-5.71, -1.57, 9.84], [-4.81, -0.88, 10.80], [-5.21, -0.53, 11.89], [0.27, 0.02, 9.38], [-0.58, 0.84, 11.55], [-2.94, 0.41, 12.19], [-1.25, -1.20, 7.84], [-5.73, -2.92, 6.73], [-8.10, -3.32, 7.36], [-8.92, -2.60, 9.58], [-7.38, -1.48, 11.16]],
  "lowdin_charge": [-0.104, -0.262, -0.224, -0.216, -0.226, -0.212, -0.210, -0.193, -0.206, -0.174, -0.071, -0.076, -0.160, 0.101, -0.188, 0.122, -0.760, 0.206, 0.228, -0.178, -0.073, 0.071, -0.746, 0.223, 0.179, 0.159, -0.129, -0.497, -0.118, -0.282, 0.077, 0.965, -0.156, -0.273, -0.214, -0.011, 0.053, 0.069, 0.075, 0.106, 0.103, 0.108, 0.103, 0.105, 0.106, 0.115, 0.115, 0.117, 0.106, 0.078, 0.116, 0.113, 0.114, 0.097, 0.118, 0.091, 0.127, 0.138, 0.121, 0.107, 0.118, 0.086, 0.086, 0.172, 0.126, 0.132, 0.178, 0.129, 0.156, 0.137, 0.129, 0.131, 0.040, 0.044, 0.056, 0.145, 0.089, 0.097, 0.072, -0.053, -0.055, -0.003, -0.082, -0.081, 0.001, -0.277, 0.111, -0.081, 0.000, -0.071, -0.056, 0.004, -0.081, -0.273, 0.096, 0.109, 0.108, 0.111, 0.122, 0.122, 0.112, 0.109, 0.119, -0.059, -0.055, 0.000, -0.080, -0.083, -0.006, -0.274, 0.097, -0.079, -0.004, -0.049, -0.050, 0.002, -0.081, -0.276, 0.113, 0.106, 0.108, 0.122, 0.118, 0.093, 0.106, 0.110, 0.122],
  "charge": 1,
  "lumo_ev": -2.38
}